Computed, not measured: 2 unconnected molecules or ions with the total composition C5H10N3 at a distorted geometry, with wB97M-V/def2-TZVPD.

As for the net charge: +1. The frontier orbital gap comes out at 0.3627 hartree. As for the energy relative to the best compared isomer or geometry (same formula, charge and spin): 2.289 eV.

Bonds (Å) are listed after each position.
Positions of all 18 atoms, in Å:
1 C 0.64983 -2.02041 -1.27302  C3 1.493, N6 1.278, H9 1.075
2 C 0.39264 1.51511 -1.25835  N8 1.253, H10 1.088, H11 1.082
3 C 0.89646 -2.22574 0.18511  C1 1.493, N7 1.442, H12 1.095, H13 1.094
4 C -0.88552 -0.90374 -0.27384  N6 1.378, N7 1.332, H14 1.077
5 C -0.87894 1.99152 0.68438  N8 1.424, H15 1.090, H16 1.093, H17 1.089
6 N -0.37029 -1.28300 -1.49443  C1 1.278, C4 1.378
7 N -0.21973 -1.48718 0.72187  C3 1.442, C4 1.332, H18 1.007
8 N -0.31063 1.12851 -0.29567  C2 1.253, C5 1.424
9 H 1.23853 -2.44604 -2.06522  C1 1.075
10 H 0.66177 2.55553 -1.42930  C2 1.088
11 H 0.74872 0.78550 -1.97342  C2 1.082
12 H 0.84782 -3.28250 0.46889  C3 1.095
13 H 1.87243 -1.84329 0.49988  C3 1.094
14 H -1.90687 -0.57300 -0.18434  C4 1.077
15 H -1.96484 1.91003 0.63758  C5 1.090
16 H -0.59184 3.03385 0.52586  C5 1.093
17 H -0.55816 1.67416 1.67582  C5 1.089
18 H -0.42215 -1.41380 1.70573  N7 1.007

Atom charges from the Löwdin analysis, given in e for atoms 1 to 5: number 1, C, carries -0.0380; number 2, C, carries 0.0560; number 3, C, carries -0.1004; number 4, C, carries -0.1456; number 5, C, carries -0.0765